(1)
ORCA calculation (ωB97M-V with the def2-TZVPD basis set) on a structure of composition C27H22BN10O2V.

As for the HOMO-LUMO gap (alpha / beta): 6.8 / 7.0 eV. As for the expectation value of S²: 2.015. The calculation puts the energy relative to the best compared isomer or geometry (same formula, charge and spin) at 101.4 kcal/mol. The calculation puts the molar mass at 580.3 g/mol. As for the HOMO energy (alpha / beta): -7.631 / -7.629 eV.

```
! wB97M-V def2-TZVPD RIJCOSX def2/J DEFGRID3
* xyz 0 3
V 0.61912 0.12387 0.38201
O 0.03596 4.09704 -0.44128
C 0.00595 2.92871 -0.10444
N 0.99662 1.99386 -0.15620
C 2.33104 2.28553 -0.52629
C 2.78500 3.40562 -1.21408
C 4.13349 3.51515 -1.52853
C 5.02640 2.52002 -1.16801
C 4.58746 1.39121 -0.48888
C 3.23925 1.27000 -0.16943
N 2.62951 0.17532 0.48406
C 3.31011 -0.84260 1.05996
O 4.50533 -1.06028 1.14008
C 2.32793 -1.82735 1.63739
C 2.55277 -3.16174 2.27576
C 2.42546 -4.16720 1.13274
C 1.23039 -4.37032 0.58674
C -0.02826 -3.63125 0.95273
N 1.09420 -1.59093 1.44167
C -1.26178 2.34835 0.47299
C -2.39520 3.11466 0.61002
C -3.52245 2.53191 1.17204
C -3.47580 1.20800 1.57230
C -2.30236 0.49476 1.40714
N -1.21301 1.06168 0.87020
H 2.08833 4.18228 -1.48741
H 4.48335 4.38937 -2.06251
H 6.07479 2.61450 -1.41960
H 5.27486 0.60982 -0.20649
H 3.47826 -3.23587 2.83681
H 3.30808 -4.68208 0.77701
H 1.11865 -5.08026 -0.22365
H -0.74827 -4.31948 1.40211
H -2.36504 4.14278 0.27907
H -4.43138 3.10774 1.29053
H -4.33808 0.71386 1.99680
H -2.20759 -0.54367 1.69858
C 0.92789 -1.61250 -3.40144
C 1.01962 -0.58089 -2.47818
N 0.55552 -0.99370 -1.29344
N 0.15853 -2.28284 -1.42430
C 0.35577 -2.65402 -2.69488
B -0.74907 -3.08000 -0.42464
N 0.29914 -2.66259 2.06398
C 1.26868 -3.25443 3.08744
C 0.97629 -2.36138 4.24330
C -0.24573 -1.83459 3.98792
N -0.79922 -2.06618 2.75745
N -2.03524 -2.25127 -0.17486
C -3.03838 -2.53475 0.68597
C -4.11344 -1.74390 0.36215
C -3.66089 -0.99036 -0.73957
N -2.41984 -1.30570 -1.06882
H 1.21878 -1.59886 -4.43677
H 1.40660 0.42009 -2.59057
H 0.05713 -3.63674 -3.01651
H -1.00593 -4.10596 -1.01981
H 0.98280 -4.29694 3.25235
H 1.50904 -2.36672 5.17879
H -0.83822 -1.25138 4.68183
H -2.91575 -3.25455 1.47787
H -5.07407 -1.71289 0.84817
H -4.18370 -0.23147 -1.30232
*
```


(2)
ORCA calculation (ωB97M-V with the def2-TZVPD basis set) on a cluster of 15 separate species, C27H22BrCl56F4N2O3 in total at a distorted geometry.

As for the HOMO-LUMO gap: 6.7 eV. The calculation puts the molar mass at 2563.7 g/mol. As for the HOMO energy: -5.384 eV.

```
! wB97M-V def2-TZVPD RIJCOSX def2/J DEFGRID3
* xyz -1 1
C -2.56366 4.66940 -1.22814
O -2.34662 3.28145 -1.26971
C -0.94651 2.93409 -1.21087
C -0.77377 1.92580 -0.08824
C 0.56274 1.13301 -0.24071
N 0.39083 -0.27691 -0.03918
C 0.55573 -1.15890 -1.17186
C 2.00257 -1.54587 -1.51200
C 2.07311 -2.54359 -2.67733
C 3.42475 -2.40639 -3.43705
C 4.49873 -3.27919 -2.78616
N 4.97303 -2.69623 -1.52981
C 0.35087 -0.83115 1.24008
Br -1.60855 -0.83601 1.86226
C 0.79833 -2.35409 1.29568
O -0.06126 -3.21924 1.04983
O 1.99161 -2.57594 1.52486
C 1.08368 -0.07798 2.37929
F 0.48224 1.10021 2.73552
F 0.98370 -0.86076 3.48798
C 2.60677 0.23228 2.17936
F 3.09952 -0.13754 0.97896
F 3.33776 -0.39157 3.14264
H -3.59269 4.87543 -1.52354
H -2.41363 5.09102 -0.22747
H -1.92458 5.18997 -1.95075
H -0.69071 2.51132 -2.18595
H -0.40090 3.85643 -0.99969
H -0.87441 2.40018 0.88487
H -1.56877 1.20073 -0.24159
H 1.33364 1.62736 0.35940
H 0.85782 1.28653 -1.27997
H -0.04277 -2.06725 -1.11359
H 0.17730 -0.63844 -2.05615
H 2.51500 -1.96613 -0.65316
H 2.52355 -0.60972 -1.74116
H 1.22996 -2.43951 -3.36100
H 2.07616 -3.53139 -2.21904
H 3.77079 -1.37659 -3.32525
H 3.31260 -2.63129 -4.49740
H 4.08435 -4.25397 -2.52914
H 5.33553 -3.45410 -3.47819
H 5.40452 -3.39196 -0.93883
H 5.61868 -1.93676 -1.70004
H 2.80327 1.30166 2.31417
C -5.45374 -0.75177 0.46800
Cl -4.32469 0.32330 -0.35846
Cl -4.97222 -2.42745 0.20928
Cl -5.43537 -0.38620 2.19425
Cl -7.08796 -0.49785 -0.17091
C 4.67948 -4.53177 4.03548
Cl 3.96777 -6.15404 4.14349
Cl 3.43737 -3.29156 4.21841
Cl 5.89174 -4.34273 5.32104
Cl 5.46003 -4.34521 2.46058
C -2.71043 -1.36983 -4.38808
Cl -3.82347 -0.98659 -5.71818
Cl -1.15793 -0.58428 -4.69574
Cl -3.38589 -0.79694 -2.85693
Cl -2.48581 -3.11813 -4.31252
C -4.03681 -6.19432 -6.71295
Cl -2.68484 -6.59990 -7.78323
Cl -4.13871 -4.44333 -6.54290
Cl -5.56151 -6.80111 -7.38739
Cl -3.76556 -6.92258 -5.12796
C -2.83340 -10.41391 -9.39572
Cl -3.66966 -11.97247 -9.34721
Cl -3.96493 -9.11758 -9.01094
Cl -1.52129 -10.41431 -8.21244
Cl -2.16578 -10.15642 -11.01397
C 0.24956 -6.43164 2.53674
Cl -0.04400 -6.71974 0.81573
Cl -1.25474 -5.90186 3.30220
Cl 0.78144 -7.95882 3.29634
Cl 1.47804 -5.20842 2.73603
C -7.75872 3.11013 2.35384
Cl -6.34889 2.67237 1.39671
Cl -7.85897 4.87128 2.49831
Cl -9.21933 2.50230 1.56188
Cl -7.62327 2.39586 3.96496
C 1.94995 6.60510 0.00188
Cl 3.70326 6.67589 0.20875
Cl 1.16837 6.86219 1.56096
Cl 1.42114 7.86882 -1.13645
Cl 1.48678 5.01774 -0.61842
C 0.09928 5.00952 5.08643
Cl 0.63250 3.96354 3.77342
Cl -1.25755 4.25605 5.92365
Cl 1.43054 5.26009 6.22400
Cl -0.41572 6.57727 4.43377
C -6.60031 1.88597 -3.78175
Cl -7.44096 3.06038 -4.80991
Cl -6.92462 2.25764 -2.08836
Cl -7.18613 0.25801 -4.15015
Cl -4.86773 1.96756 -4.09549
C 3.56451 -1.82998 8.04047
Cl 2.71079 -3.36007 7.83333
Cl 2.78128 -0.88888 9.32192
Cl 5.24472 -2.15173 8.49935
Cl 3.52886 -0.91938 6.53426
C 4.29432 6.14270 -4.43004
Cl 3.55580 4.79931 -5.30838
Cl 3.17236 6.73689 -3.20241
Cl 5.78076 5.58742 -3.64669
Cl 4.67826 7.44704 -5.56168
C -3.55234 4.82181 9.35949
Cl -2.93173 6.26931 8.55993
Cl -3.43751 3.44211 8.26339
Cl -2.60083 4.49871 10.81305
Cl -5.24343 5.07713 9.80794
C 7.23054 5.72702 2.37826
Cl 8.22190 7.18627 2.50358
Cl 8.21504 4.31038 2.75178
Cl 5.88372 5.82875 3.51553
Cl 6.59636 5.58654 0.73491
*
```


(3)
ORCA calculation (ωB97M-V with the def2-TZVPD basis set) on a structure of composition C27H22ClFeNO9S3.

As for the HOMO-LUMO gap (alpha / beta): 5.0 / 5.1 eV. As for the expectation value of S²: 6.013. The calculation puts the energy relative to the best compared isomer or geometry (same formula, charge and spin) at 0.0 kcal/mol. The calculation puts the molar mass at 692.0 g/mol. As for the HOMO energy (alpha / beta): -1.117 / -1.206 eV.

```
! wB97M-V def2-TZVPD RIJCOSX def2/J DEFGRID3
* xyz -2 5
Fe 0.01389 0.11337 0.31568
S -0.24541 0.18418 2.72009
C 0.64032 1.65394 3.09414
C 0.70511 2.06956 4.42953
C 1.38679 3.20768 4.82957
C 2.04077 3.97722 3.87489
C 1.99109 3.58311 2.54685
C 1.30678 2.44048 2.12458
S 1.31053 2.06102 0.40252
H 0.19503 1.46087 5.16799
H 1.40698 3.48518 5.87827
H 2.58635 4.87160 4.15739
H 2.49871 4.17401 1.79223
O -1.03905 -1.76817 -0.12530
C -2.18808 -2.11118 0.09248
C -3.34168 -1.24444 0.20056
C -4.58504 -1.85980 0.28836
C -5.74356 -1.10723 0.33342
C -5.67383 0.30395 0.30981
C -4.47046 0.92715 0.23956
C -3.21650 0.20114 0.17941
O -2.13659 0.81316 0.11463
N -7.01424 -1.75712 0.40000
O -7.05710 -2.98293 0.39135
O -8.02689 -1.06620 0.45333
H -2.41333 -3.18788 0.17698
H -4.65039 -2.94004 0.31119
H -6.59476 0.86748 0.35553
H -4.39519 2.00714 0.23644
O 3.77347 -2.21019 -0.26974
Cl 2.36769 -2.13681 -0.54629
O 1.88316 -3.42916 -0.95585
O 2.13467 -1.17827 -1.61425
O 1.65590 -1.69488 0.64549
O -0.29059 0.47277 -1.90845
S -0.33528 -0.66422 -2.87171
C -1.94243 -0.47960 -3.71288
C -2.24544 0.89092 -4.23251
C -2.35714 1.96917 -3.35453
C -2.57336 3.24331 -3.85700
C -2.69762 3.45536 -5.22364
C -2.61074 2.38280 -6.09849
C -2.38089 1.10803 -5.60077
C 0.82622 -0.18525 -4.21913
C 1.34492 1.21677 -4.04711
C 2.18838 1.52112 -2.98242
C 2.59751 2.82960 -2.77340
C 2.18474 3.83808 -3.63238
C 1.34603 3.53978 -4.69619
C 0.91807 2.23496 -4.89379
H -2.65019 -0.78597 -2.94063
H -1.96199 -1.22764 -4.51008
H -2.24247 1.81294 -2.28920
H -2.63392 4.07679 -3.16885
H -2.86434 4.45594 -5.60462
H -2.71336 2.53744 -7.16604
H -2.30118 0.26792 -6.28302
H 0.31868 -0.29710 -5.17947
H 1.62044 -0.92612 -4.13972
H 2.47334 0.75097 -2.27692
H 3.19815 3.05833 -1.90326
H 2.49108 4.86187 -3.45117
H 0.99907 4.32493 -5.35815
H 0.23069 2.01107 -5.69949
*
```